[1]
Below is a structure of composition C34H30BrCl6GeIN3O4S2SeTi at a distorted geometry, with properties calculated with ωB97M-V/def2-TZVPD.

As for the charge: -1. Its spin multiplicity is 3. As for the HOMO energy (alpha / beta): -3.10 / -5.40 eV. The energy comes out at -13535.87454 Ha. The molecular weight is 1227.7 g mol⁻¹. As for the strongest force on any atom: 0.021 hartree/bohr.

Last column: Löwdin spin population.
CARTESIAN COORDINATES (ANGSTROEM)
Ti  0.2842  -0.8892  -1.3003  0.012
S  1.5390  -3.0880  -1.8716  0.000
C  -0.0115  -3.7798  -1.6618  0.001
N  -1.0178  -3.0193  -1.3366  0.004
C  -2.1515  -3.7466  -1.0426  0.000
C  -3.3568  -3.2166  -0.5845  0.001
C  -4.4034  -4.0794  -0.3208  0.000
C  -4.2667  -5.4568  -0.5105  0.000
C  -3.0720  -5.9947  -0.9564  0.000
C  -2.0136  -5.1331  -1.2125  0.000
S  -0.3891  -5.4911  -1.7268  0.001
H  -3.4488  -2.1470  -0.4444  0.001
H  -5.3445  -3.6815  0.0374  0.000
H  -5.1026  -6.1124  -0.3026  0.000
H  -2.9647  -7.0627  -1.0948  0.000
C  -0.1393  -2.7979  2.7144  0.097
C  -1.1606  -2.0164  3.2944  0.043
C  -1.7420  -1.0177  2.5685  0.044
C  -1.3026  -0.7568  1.2437  0.103
N  -0.2450  -1.4658  0.7363  0.132
C  0.2753  -2.4749  1.4474  0.009
C  -1.9091  0.1957  0.3805  0.132
C  -3.1219  0.8666  0.6840  0.036
C  -3.6527  1.7600  -0.1986  0.066
C  -2.9858  2.0131  -1.4208  0.102
C  -1.8403  1.3187  -1.6899  0.023
N  -1.2973  0.4240  -0.8393  0.150
H  0.3240  -3.6201  3.2397  0.007
H  -1.4862  -2.2063  4.3096  0.001
H  -2.5319  -0.4208  3.0010  0.002
H  1.0586  -3.0349  0.9491  -0.001
H  -3.6327  0.6514  1.6117  0.001
H  -4.5855  2.2603  0.0321  0.003
H  -3.3666  2.7165  -2.1461  0.005
H  -1.3087  1.4603  -2.6232  -0.001
Br  4.1419  -4.2337  1.5680  0.001
C  4.8760  -2.8950  2.6905  0.000
C  5.6733  -3.3147  3.7477  0.000
C  6.2267  -2.3837  4.6086  0.000
C  5.9806  -1.0325  4.4088  0.000
C  5.1862  -0.6250  3.3513  0.000
C  4.6192  -1.5453  2.4683  0.001
I  3.3716  -0.8615  0.9262  0.014
H  5.8515  -4.3716  3.8891  0.000
H  6.8457  -2.7151  5.4321  0.000
H  6.4045  -0.2948  5.0777  0.000
H  4.9961  0.4290  3.1977  0.000
C  -0.6544  6.2894  2.5450  0.000
Ge  -0.7608  4.6049  1.5415  0.005
C  -1.5198  3.2309  2.7130  0.003
C  -1.7863  4.9008  -0.0833  0.003
C  1.1384  4.1112  1.2413  0.052
Se  1.4408  2.3280  0.5703  0.605
C  3.1868  2.6555  -0.1806  0.032
H  -1.6579  6.6613  2.7569  0.000
H  -0.1290  7.0494  1.9657  0.000
H  -0.1324  6.1551  3.4929  0.000
H  -2.6065  3.2178  2.6344  0.001
H  -1.2426  3.4358  3.7483  0.000
H  -1.1643  2.2323  2.4531  0.001
H  -2.8289  4.6354  0.0946  0.000
H  -1.4102  4.3037  -0.9090  0.001
H  -1.7300  5.9552  -0.3569  0.000
H  1.6160  4.1456  2.2254  0.018
H  1.6448  4.8132  0.5802  0.001
H  3.8402  2.9609  0.6353  0.009
H  3.0787  3.4340  -0.9322  0.005
H  3.5292  1.7301  -0.6323  -0.001
Cl  -2.7156  -1.2550  -3.2535  0.002
C  -1.2667  -0.9569  -4.1843  0.000
C  -0.0314  -0.8680  -3.5479  0.000
C  1.0483  -0.6640  -4.4110  0.000
Cl  2.6665  -0.5520  -3.7809  0.000
C  0.9215  -0.5344  -5.7932  0.000
Cl  2.2911  -0.2648  -6.8064  0.000
C  -0.3409  -0.6120  -6.3724  0.000
Cl  -0.5300  -0.4450  -8.0777  0.000
C  -1.4468  -0.8293  -5.5609  0.000
Cl  -3.0141  -0.9288  -6.2818  0.000
O  0.4354  2.6501  -3.8923  0.016
Cl  1.4219  2.5951  -2.8162  0.001
O  2.5462  3.4808  -3.1286  0.005
O  0.7180  3.2358  -1.5961  0.220
O  1.6416  -0.0147  -0.9316  0.028

Forces on atoms 1 to 6 (eV/Å):
Ti 0.75 -0.76 -0.18
S -0.07 0.01 0.17
C 0.06 0.09 0.12
N 0.01 0.05 -0.15
C -0.04 0.00 -0.04
C 0.03 -0.04 -0.02


[2]
Below is a structure of composition C34H30F6GeN3O7PbS2Se2 at a distorted geometry, with properties calculated with ωB97M-V/def2-TZVPD.

As for the charge: +2. Its spin multiplicity is 2. As for the HOMO energy (alpha / beta): -13.28 / -13.81 eV. The energy comes out at -10472.28565 Ha. The molecular weight is 1208.5 g mol⁻¹. As for the strongest force on any atom: 0.027 hartree/bohr.

Last column: Löwdin spin population.
CARTESIAN COORDINATES (ANGSTROEM)
Pb  2.0510  0.1637  0.7338  0.004
F  -2.4247  -4.3257  0.4829  0.000
C  -2.6021  -3.0280  0.5731  0.000
F  -3.8509  -2.7031  0.2647  0.000
F  -2.3507  -2.6285  1.8216  0.002
S  -1.4822  -2.1549  -0.6114  0.000
O  -1.6418  -0.7222  -0.2566  0.000
O  -1.8730  -2.5386  -1.9228  0.000
N  -0.0923  -2.6914  -0.0920  0.000
S  1.1412  -2.4341  -1.0590  0.000
O  0.9726  -1.2121  -1.8219  0.000
O  2.3548  -2.5141  -0.2806  0.000
C  1.1462  -3.8312  -2.3352  0.000
F  2.3350  -4.4132  -2.3242  0.000
F  0.9155  -3.3181  -3.5289  0.000
F  0.2131  -4.7184  -2.0431  0.000
C  -2.3600  0.2578  3.2633  0.043
C  -0.8743  0.1280  3.3720  0.347
C  -0.2358  -0.0798  4.7082  0.051
O  -0.2595  -0.5878  2.3857  0.121
C  -0.2334  2.0619  3.0450  0.112
O  -0.9978  2.7606  3.5884  0.158
O  0.7383  1.9124  2.3592  0.105
H  -2.8044  -0.7363  3.3733  0.017
H  -2.6588  0.6699  2.2950  0.005
H  -2.7465  0.9058  4.0466  0.000
H  -0.5214  -1.0734  5.0695  0.021
H  -0.5779  0.6618  5.4272  0.001
H  0.8508  -0.0495  4.6356  0.004
H  -0.8639  -0.7039  1.6356  0.002
Se  5.8417  1.5832  1.5051  0.000
Se  3.8554  1.5447  2.7010  0.002
C  3.9070  -0.3098  3.2514  0.000
C  4.5876  -0.7266  4.3773  0.000
C  4.6163  -2.0917  4.6413  0.000
C  3.9729  -2.9661  3.7806  0.000
C  3.2981  -2.4554  2.6822  0.000
N  3.2648  -1.1461  2.4316  0.000
C  5.3072  1.0888  -0.2780  0.000
C  6.3196  1.2477  -1.2187  0.000
C  6.0601  0.9188  -2.5359  0.000
C  4.7960  0.4588  -2.8817  0.000
C  3.8503  0.3372  -1.8889  0.000
N  4.0994  0.6354  -0.5998  0.002
H  5.0859  -0.0152  5.0198  0.000
H  5.1427  -2.4642  5.5096  0.000
H  3.9861  -4.0318  3.9527  0.000
H  2.7726  -3.0896  1.9817  0.000
H  7.2884  1.6262  -0.9229  0.000
H  6.8328  1.0293  -3.2830  0.000
H  4.5452  0.1975  -3.8976  0.000
H  2.8525  -0.0214  -2.1132  0.000
C  -4.8668  2.4830  2.0716  0.000
C  -3.8202  3.2440  1.5748  0.000
C  -3.0684  2.7743  0.5066  0.000
C  -3.3627  1.5377  -0.0705  0.000
C  -4.4219  0.7777  0.4397  0.000
C  -5.1705  1.2509  1.5043  0.000
Ge  -2.2997  0.8450  -1.4966  0.000
C  -0.6197  1.7171  -1.8279  0.000
C  0.1167  2.2647  -0.7768  0.001
C  1.2910  2.9666  -1.0148  0.001
C  1.7326  3.1445  -2.3214  0.000
C  0.9918  2.6378  -3.3763  0.000
C  -0.1825  1.9313  -3.1347  0.000
C  -3.1385  0.0270  -2.9915  0.000
C  -4.5249  0.1369  -3.1290  0.000
C  -5.1579  -0.3956  -4.2433  0.000
C  -4.4114  -1.0380  -5.2172  0.000
C  -3.0320  -1.1510  -5.0898  0.000
C  -2.3949  -0.6209  -3.9839  0.000
H  -5.4543  2.8528  2.8997  0.000
H  -3.5905  4.2040  2.0145  0.000
H  -2.2656  3.3887  0.1168  0.000
H  -4.6617  -0.1901  0.0117  0.000
H  -5.9936  0.6649  1.8896  0.000
H  -0.2474  2.1763  0.2381  0.001
H  1.8359  3.4092  -0.1876  0.000
H  2.6341  3.7094  -2.5155  0.000
H  1.3172  2.8033  -4.3939  0.000
H  -0.7512  1.5533  -3.9730  0.000
H  -5.1147  0.6522  -2.3810  0.000
H  -6.2297  -0.3067  -4.3503  0.000
H  -4.9057  -1.4552  -6.0834  0.000
H  -2.4595  -1.6598  -5.8524  0.000
H  -1.3234  -0.7426  -3.8763  0.000

Forces on atoms 1 to 6 (eV/Å):
Pb -0.13 -0.17 -0.07
F 0.00 0.07 -0.12
C -0.19 0.02 0.27
F 0.13 -0.02 -0.08
F 0.09 0.03 -0.08
S 0.23 -1.36 -0.02